Entry 1:
The following is a DFT calculation (ωB97M-V with the def2-TZVPD basis set) of C22H18F2N6 in the gas phase in a non-equilibrium geometry.

Results
Energy above the lowest of the compared OMol25 structures with the same formula, charge and spin   0.0 kJ/mol
Orbital gap   7.12 eV

Geometry as ORCA input:
```
! wB97M-V def2-TZVPD RIJCOSX def2/J DEFGRID3
* xyz 0 1
F -2.82 4.32 2.42
C -1.95 4.33 1.40
C -2.04 5.43 0.51
C -1.19 5.53 -0.55
C -0.21 4.57 -0.74
C -0.08 3.50 0.17
F 0.91 2.62 -0.04
C -0.98 3.35 1.25
C -0.93 2.17 2.14
C -1.07 2.31 3.59
C -1.00 1.22 4.43
C -0.73 -0.04 3.77
C -0.47 -1.30 4.20
N -0.18 -2.16 3.13
C -0.30 -1.41 2.06
N -0.10 -1.75 0.72
C -0.15 -2.99 0.06
C 0.10 -4.23 0.70
N 0.04 -5.42 0.06
C -0.26 -5.42 -1.26
C -0.52 -4.21 -1.97
C -0.48 -2.97 -1.31
C -0.95 -1.77 -2.01
C -2.27 -1.42 -1.86
C -2.89 -0.14 -2.41
N -1.80 0.78 -2.71
C -0.76 0.21 -3.57
C 0.01 -0.87 -2.77
N -0.61 -0.10 2.39
N -0.71 0.98 1.57
H -2.78 6.20 0.68
H -1.20 6.35 -1.25
H 0.37 4.67 -1.61
H -1.25 3.29 4.04
H -1.10 1.35 5.51
H -0.42 -1.54 5.26
H -0.27 -0.94 0.13
H 0.31 -4.29 1.74
H -0.40 -6.36 -1.78
H -0.92 -4.26 -2.97
H -2.87 -2.05 -1.22
H -3.61 0.33 -1.74
H -3.44 -0.38 -3.32
H -1.38 1.15 -1.86
H -1.21 -0.26 -4.47
H -0.08 1.01 -3.86
H 0.64 -1.44 -3.46
H 0.70 -0.39 -2.05
*
```

Entry 2:
The following is a DFT calculation (ωB97M-V with the def2-TZVPD basis set) of a molecular structure, C22H19AsBr3CdF6N2O4 in a non-equilibrium geometry.

Results
Energy above the lowest of the compared OMol25 structures with the same formula, charge and spin   147.0 kJ/mol
Orbital gap (alpha / beta)   7.53 / 5.45 eV
Expectation value of S²   0.79

Geometry as ORCA input:
```
! wB97M-V def2-TZVPD RIJCOSX def2/J DEFGRID3
* xyz 0 2
Cd 0.54 0.15 -0.32
Br 4.97 -1.00 1.76
C 3.68 0.16 2.47
C 3.93 0.88 3.62
C 2.94 1.69 4.16
Br 3.27 2.56 5.80
C 1.68 1.86 3.51
C 0.64 2.69 3.96
C -0.51 2.79 3.23
C -0.61 2.11 2.02
N 0.34 1.31 1.59
C 1.45 1.14 2.31
C 2.43 0.19 1.78
O 2.20 -0.56 0.81
H 4.89 0.81 4.11
H 0.77 3.23 4.89
H -1.33 3.42 3.57
H -1.48 2.21 1.37
O -0.58 -1.21 1.39
C -0.67 -2.32 1.86
C -1.97 -3.07 1.95
C -2.54 -2.60 3.31
C -1.61 -2.73 4.54
C -0.43 -1.74 4.58
C 0.79 -2.19 3.75
N 0.34 -2.92 2.59
H -1.82 -4.15 1.94
H -2.66 -2.80 1.15
H -3.45 -3.18 3.52
H -2.83 -1.55 3.21
H -1.24 -3.75 4.62
H -2.24 -2.54 5.41
H -0.13 -1.60 5.62
H -0.78 -0.77 4.20
H 1.45 -2.84 4.33
H 1.36 -1.31 3.43
H 0.14 -3.89 2.80
F -1.26 -0.57 -1.61
As -0.21 -1.73 -2.53
F 1.05 -0.47 -2.62
F 0.51 -2.23 -0.97
F 0.83 -2.86 -3.37
F -1.44 -2.96 -2.34
F -0.89 -1.16 -4.02
Br 0.99 7.64 -1.47
C 1.82 6.00 -1.95
C 2.96 6.01 -2.74
C 3.55 4.81 -3.09
C 3.02 3.61 -2.63
C 1.88 3.62 -1.84
C 1.26 4.81 -1.50
C 1.35 2.33 -1.27
O 0.12 2.17 -1.13
O 2.21 1.50 -0.90
H 3.38 6.95 -3.07
H 4.43 4.80 -3.71
H 3.48 2.67 -2.88
H 0.36 4.82 -0.91
*
```

Entry 3:
The following is a DFT calculation (ωB97M-V with the def2-TZVPD basis set) of a molecular structure, C22H19B2F4N8ORu.

Results
Energy above the lowest of the compared OMol25 structures with the same formula, charge and spin   19.0 kJ/mol
Orbital gap   8.41 eV

Geometry as ORCA input:
```
! wB97M-V def2-TZVPD RIJCOSX def2/J DEFGRID3
* xyz -1 1
Ru -0.53 -0.04 -0.15
B -1.07 3.56 -0.30
N -1.01 2.75 1.03
C -1.18 3.38 2.21
C -0.70 2.58 3.22
C -0.24 1.44 2.57
N -0.43 1.54 1.26
N -1.44 2.67 -1.52
C -1.99 3.16 -2.64
C -1.95 2.18 -3.62
C -1.34 1.10 -2.99
N -1.03 1.40 -1.73
H -1.93 4.39 -0.17
H 0.01 4.08 -0.49
H -1.61 4.37 2.22
H -0.69 2.79 4.28
H 0.19 0.55 2.98
H -2.37 4.17 -2.66
H -2.32 2.23 -4.63
H -1.14 0.11 -3.37
F -0.73 -1.41 2.55
C -1.02 -1.41 1.21
F -2.34 -0.85 1.11
H -1.11 -2.45 0.90
O -1.04 -1.42 -1.63
N -1.53 -2.58 -1.39
C -1.83 -3.28 -2.46
C -1.65 -2.78 -3.79
N -1.53 -2.39 -4.87
C -2.37 -4.59 -2.27
N -2.81 -5.65 -2.14
C 1.80 -2.22 -4.50
C 1.76 -2.99 -3.35
C 1.68 -2.40 -2.10
C 1.63 -1.02 -1.99
C 1.68 -0.24 -3.15
C 1.76 -0.84 -4.39
N 1.52 -0.30 -0.73
C 2.51 0.77 -0.69
C 3.85 0.39 -0.76
C 4.83 1.37 -0.71
C 4.49 2.71 -0.59
C 3.15 3.07 -0.54
C 2.16 2.09 -0.59
H 1.84 -2.70 -5.48
H 1.78 -4.07 -3.42
H 1.63 -3.02 -1.22
H 1.64 0.83 -3.06
H 1.78 -0.22 -5.28
H 4.11 -0.65 -0.85
H 5.88 1.07 -0.76
H 5.26 3.47 -0.55
H 2.86 4.11 -0.45
H 1.12 2.37 -0.55
F 1.38 -2.31 0.79
B 1.31 -0.95 0.63
F 1.89 -0.28 1.66
*
```

Entry 4:
The following is a DFT calculation (ωB97M-V with the def2-TZVPD basis set) of a molecular structure, C22H19BrCl3CrN2O3S.

Results
Energy above the lowest of the compared OMol25 structures with the same formula, charge and spin   0.0 kJ/mol
Orbital gap (alpha / beta)   7.07 / 6.94 eV
Expectation value of S²   6.01

Geometry as ORCA input:
```
! wB97M-V def2-TZVPD RIJCOSX def2/J DEFGRID3
* xyz 1 5
Cr 0.12 -1.94 -0.56
C 3.18 -2.74 -0.60
O 2.17 -1.71 -0.70
C 2.63 -0.38 -0.71
C 3.97 -0.06 -0.72
C 4.31 1.28 -0.75
Br 6.13 1.75 -0.77
C 3.35 2.27 -0.76
C 2.00 1.93 -0.75
C 1.66 0.60 -0.71
O 0.32 0.19 -0.66
C 1.01 3.04 -0.75
N 1.37 4.28 -0.59
C 0.19 5.00 -0.67
C -0.02 6.38 -0.57
C -1.32 6.84 -0.70
C -2.39 5.96 -0.93
C -2.20 4.60 -1.03
C -0.89 4.14 -0.90
N -0.34 2.88 -0.93
H 3.81 -2.71 -1.49
H 2.67 -3.69 -0.54
H 3.77 -2.58 0.30
H 4.75 -0.81 -0.72
H 3.61 3.32 -0.78
H 0.05 0.02 0.33
H 0.81 7.05 -0.39
H -1.51 7.90 -0.62
H -3.39 6.36 -1.02
H -3.03 3.93 -1.21
H -0.81 2.02 -1.11
Cl -5.41 -2.14 3.78
C -3.87 -1.82 3.07
C -3.72 -1.90 1.70
C -2.46 -1.63 1.19
Cl -2.20 -1.71 -0.57
C -1.33 -1.28 1.93
O -0.16 -1.05 1.38
C -1.55 -1.22 3.32
Cl -0.22 -0.80 4.33
C -2.79 -1.48 3.88
H -4.55 -2.15 1.06
H -2.92 -1.42 4.95
C -1.59 -4.96 -0.02
S 0.11 -4.39 -0.27
C 0.54 -5.33 -1.75
H -1.56 -6.05 0.07
H -2.23 -4.67 -0.85
H -1.95 -4.53 0.91
H 0.03 -4.94 -2.63
H 0.26 -6.36 -1.57
H 1.62 -5.28 -1.89
*
```

Entry 5:
The following is a DFT calculation (ωB97M-V with the def2-TZVPD basis set) of a molecular structure, C22H19BrCl4N8O2PSTl.

Results
Energy above the lowest of the compared OMol25 structures with the same formula, charge and spin   0.0 kJ/mol
Orbital gap   6.66 eV

Geometry as ORCA input:
```
! wB97M-V def2-TZVPD RIJCOSX def2/J DEFGRID3
* xyz 0 1
Tl -0.53 0.04 -1.09
C -2.79 3.03 3.52
N -2.35 2.79 2.14
C -2.56 3.63 1.07
C -2.03 3.01 -0.03
N -1.48 1.82 0.36
C -1.70 1.69 1.66
P -1.35 0.24 2.69
C -2.23 -1.02 1.69
N -2.41 -0.95 0.38
C -3.06 -2.10 0.01
C -3.30 -2.87 1.10
N -2.77 -2.17 2.17
C -2.70 -2.68 3.55
C 0.35 -0.19 2.17
N 0.70 -0.46 0.92
C 2.00 -0.90 0.94
C 2.44 -0.90 2.23
N 1.40 -0.43 3.00
C 1.42 -0.31 4.46
H -3.22 4.02 3.57
H -3.54 2.31 3.82
H -1.95 2.99 4.21
H -3.07 4.58 1.18
H -1.98 3.35 -1.05
H -3.30 -2.31 -1.03
H -3.78 -3.84 1.22
H -3.56 -3.31 3.75
H -1.79 -3.27 3.69
H -2.70 -1.85 4.25
H 2.53 -1.18 0.04
H 3.40 -1.17 2.67
H 2.34 0.18 4.77
H 0.58 0.29 4.79
H 1.36 -1.28 4.94
Cl 2.47 -6.14 -2.61
C 2.10 -4.45 -2.61
C 2.90 -3.56 -3.31
Cl 4.27 -4.11 -4.20
C 2.57 -2.19 -3.29
Cl 3.56 -1.03 -4.12
C 1.47 -1.71 -2.60
O 1.17 -0.42 -2.54
C 0.63 -2.62 -1.90
O -0.41 -2.17 -1.24
C 0.98 -3.97 -1.90
Cl -0.02 -5.04 -0.98
S 1.48 2.24 -0.68
C 1.81 2.93 -2.20
N 1.81 2.13 -3.30
C 1.95 2.59 -4.55
C 2.18 3.91 -4.77
C 2.27 4.70 -3.62
N 2.10 4.25 -2.38
H 1.67 1.09 -3.13
H 1.90 1.85 -5.34
H 2.30 4.31 -5.77
H 2.52 5.75 -3.71
Br -2.06 0.87 -2.97
*
```

Entry 6:
The following is a DFT calculation (ωB97M-V with the def2-TZVPD basis set) of C22H19FN4O2 in the gas phase in a non-equilibrium geometry.

Results
Energy above the lowest of the compared OMol25 structures with the same formula, charge and spin   0.0 kJ/mol
Orbital gap   7.66 eV

Geometry as ORCA input:
```
! wB97M-V def2-TZVPD RIJCOSX def2/J DEFGRID3
* xyz 0 1
N 2.57 3.93 -0.68
N 3.24 2.87 -1.37
C 4.06 3.21 -2.53
C 3.19 3.99 -3.56
O 1.98 3.29 -3.87
C 2.80 1.55 -1.25
N 1.77 1.40 -0.45
C 1.34 0.17 -0.17
C 0.12 0.14 0.63
C -1.07 -0.28 0.00
C -2.29 -0.31 0.72
C -2.38 0.16 2.02
O -3.57 0.21 2.71
C -4.42 -0.93 2.67
C -3.93 -2.23 2.59
C -4.80 -3.33 2.53
C -6.17 -3.13 2.56
F -6.99 -4.21 2.59
C -6.69 -1.87 2.64
C -5.83 -0.78 2.76
C -1.18 0.60 2.60
C 0.05 0.63 1.92
C 1.99 -0.95 -0.71
C 1.66 -2.28 -0.39
C 2.39 -3.32 -0.95
C 3.47 -3.08 -1.77
C 3.82 -1.75 -2.11
C 3.07 -0.71 -1.54
N 3.46 0.53 -1.77
H 1.71 3.60 -0.26
H 3.16 4.41 0.01
H 4.49 2.36 -3.02
H 4.92 3.85 -2.26
H 2.91 4.92 -3.08
H 3.71 4.21 -4.47
H 1.59 2.99 -3.04
H -1.04 -0.61 -1.04
H -3.19 -0.66 0.17
H -2.85 -2.41 2.65
H -4.41 -4.35 2.48
H -7.78 -1.78 2.73
H -6.26 0.22 2.74
H -1.16 1.00 3.60
H 0.93 0.97 2.40
H 0.83 -2.50 0.25
H 2.11 -4.33 -0.69
H 4.03 -3.90 -2.19
H 4.64 -1.50 -2.79
*
```

Entry 7:
The following is a DFT calculation (ωB97M-V with the def2-TZVPD basis set) of C22H19FN6O2S in the gas phase in a non-equilibrium geometry.

Results
Energy above the lowest of the compared OMol25 structures with the same formula, charge and spin   23.6 kJ/mol
Orbital gap   8.94 eV

Geometry as ORCA input:
```
! wB97M-V def2-TZVPD RIJCOSX def2/J DEFGRID3
* xyz 0 1
C -1.09 -2.28 2.44
C -0.74 -2.01 1.20
C -1.30 -2.72 0.00
N -1.92 -1.77 -0.90
C -1.46 -1.24 -2.08
C -0.14 -1.52 -2.70
N 0.93 -0.89 -1.95
C 1.76 -1.60 -1.17
O 1.66 -2.81 -1.03
C 2.81 -0.82 -0.44
C 3.22 -1.31 0.80
C 4.21 -0.67 1.52
C 4.83 0.46 1.01
C 4.45 0.95 -0.23
C 3.44 0.31 -0.93
F 3.09 0.82 -2.13
N -2.33 -0.38 -2.55
N -3.37 -0.33 -1.71
C -3.12 -1.15 -0.72
S -4.10 -1.33 0.71
C -4.43 0.46 0.97
C -3.18 1.23 0.66
N -2.13 1.01 1.36
C -0.96 1.62 0.99
C 0.20 1.36 1.72
C 1.40 1.93 1.35
C 1.47 2.77 0.23
C 0.33 3.04 -0.50
C -0.89 2.48 -0.12
C -2.11 2.77 -0.88
O -2.20 3.52 -1.82
N -3.22 2.09 -0.39
H -0.66 -1.76 3.27
H -1.83 -3.03 2.67
H 0.00 -1.25 0.97
H -0.49 -3.22 -0.54
H -2.05 -3.45 0.30
H 0.07 -2.60 -2.71
H -0.16 -1.13 -3.72
H 1.00 0.12 -2.03
H 2.75 -2.20 1.18
H 4.51 -1.06 2.48
H 5.61 0.95 1.56
H 4.92 1.82 -0.66
H -5.26 0.76 0.33
H -4.69 0.54 2.02
H 0.13 0.72 2.58
H 2.29 1.73 1.92
H 2.41 3.21 -0.05
H 0.36 3.69 -1.36
H -4.06 2.17 -0.95
*
```

Entry 8:
The following is a DFT calculation (ωB97M-V with the def2-TZVPD basis set) of C22H19N3O in the gas phase in a non-equilibrium geometry.

Results
Orbital gap   7.89 eV

Geometry as ORCA input:
```
! wB97M-V def2-TZVPD RIJCOSX def2/J DEFGRID3
* xyz 0 1
C -2.58 1.57 -2.88
C -1.41 0.98 -2.15
N -1.10 1.24 -0.93
N -1.83 2.06 -0.16
C -1.49 2.35 1.13
O -2.18 3.11 1.78
C -0.22 1.68 1.62
C -0.22 1.54 3.10
C -0.21 2.54 4.02
N -0.26 2.03 5.29
C -0.33 0.67 5.21
C -0.40 -0.29 6.21
C -0.46 -1.61 5.83
C -0.44 -1.98 4.48
C -0.36 -1.03 3.48
C -0.31 0.31 3.84
C -0.52 0.05 -2.85
C -0.99 -0.73 -3.93
C -0.16 -1.61 -4.57
C 1.19 -1.75 -4.18
C 2.07 -2.64 -4.83
C 3.37 -2.75 -4.42
C 3.84 -1.99 -3.34
C 3.01 -1.13 -2.68
C 1.67 -0.98 -3.09
C 0.79 -0.09 -2.44
H -2.43 1.52 -3.96
H -2.71 2.62 -2.62
H -3.50 1.04 -2.63
H -2.68 2.50 -0.51
H 0.61 2.31 1.29
H -0.12 0.71 1.13
H -0.17 3.60 3.86
H -0.29 2.57 6.13
H -0.42 -0.01 7.25
H -0.52 -2.39 6.58
H -0.49 -3.03 4.22
H -0.35 -1.33 2.44
H -2.02 -0.66 -4.23
H -0.53 -2.20 -5.39
H 1.71 -3.22 -5.66
H 4.04 -3.43 -4.92
H 4.87 -2.10 -3.03
H 3.37 -0.54 -1.85
H 1.15 0.50 -1.61
*
```

| no. | electronic energy (Eh) |
| --- | --- |
| 1 | -1377.3601 |
| 2 | -11985.1430 |
| 3 | -1907.3173 |
| 4 | -6582.0519 |
| 5 | -6765.1588 |
| 6 | -1319.0736 |
| 7 | -1826.8770 |
| 8 | -1089.2712 |